Entry from OMol25: 2 unconnected molecules or ions with the total composition C3H11NS (ωB97M-V/def2-TZVPD).

As for the HOMO energy: -8.579 eV. The total energy is -573.7793 Eh. The SMILES is CNC.CS. The orbital gap is 9.52 eV.

Element x y z (Å)
C 2.134 0.518 -1.149
N 1.545 0.114 0.188
C 2.416 0.403 1.304
H 2.061 1.578 -1.259
H 1.513 -0.038 -1.847
H 3.161 0.211 -1.223
H 1.363 -0.797 0.072
H 2.046 -0.065 2.257
H 3.385 -0.057 1.150
H 2.480 1.526 1.334
C -2.669 0.695 0.120
S -1.686 -0.889 -0.189
H -2.645 0.943 1.219
H -3.646 0.297 -0.182
H -2.252 1.491 -0.540
H -2.592 -1.355 -0.918

Okay, here come the Löwdin numbers, in e, for every atom: -0.101, -0.193, -0.159, 0.060, 0.071, 0.059, 0.000, 0.087, 0.056, 0.092, -0.417, 0.619, 0.038, 0.007, 0.029, -0.247

=====

Entry from OMol25: 2 unconnected molecules or ions with the total composition C3H11NS2 (ωB97M-V/def2-TZVPD).

As for the HOMO energy (alpha / beta): -0.078 / -2.926 eV. The total energy is -971.9875 Eh. Its spin multiplicity is 2. The orbital gap (alpha / beta) is 3.81 / 6.65 eV. Its charge is -1.

Element x y z (Å)
C 2.085 1.077 0.819
S 1.403 -0.462 1.523
S 0.817 -1.525 -0.349
H 1.302 1.781 0.490
H 2.658 1.488 1.654
H 2.649 0.841 -0.080
H 1.058 -2.835 -0.117
C -2.645 -0.091 -0.373
C -1.956 0.721 -1.447
N -1.756 2.136 -0.987
H -2.167 0.141 0.582
H -2.455 -1.144 -0.520
H -3.708 0.127 -0.295
H -2.627 0.794 -2.278
H -0.926 0.398 -1.613
H -1.633 2.745 -1.779
H -2.596 2.509 -0.550

Okay, here come the Löwdin numbers, in e, for every atom: -0.591, 0.082, -0.048, 0.003, -0.013, -0.008, -0.306, -0.137, -0.333, -0.039, 0.068, 0.046, 0.058, 0.079, 0.059, 0.036, 0.044

=====

Entry from OMol25: 2 unconnected molecules or ions with the total composition C3H11NS2 (ωB97M-V/def2-TZVPD).

As for the HOMO energy: -8.051 eV. The total energy is -971.9979 Eh. The SMILES is NCCS.CS. The orbital gap is 8.65 eV.

Element x y z (Å)
N -0.752 -0.294 1.264
C -0.677 0.115 -0.141
C -1.984 0.741 -0.635
S -2.058 0.942 -2.442
H -1.473 -0.996 1.380
H -0.958 0.496 1.862
H 0.126 0.844 -0.263
H -0.442 -0.758 -0.748
H -2.144 1.711 -0.159
H -2.819 0.086 -0.383
H -1.020 1.796 -2.544
C 2.762 -0.654 0.185
S 1.913 -1.757 1.365
H 2.306 -0.709 -0.806
H 2.762 0.382 0.526
H 3.799 -0.969 0.089
H 0.656 -0.978 1.451

Okay, here come the Löwdin numbers, in e, for every atom: -0.052, -0.349, -0.582, 0.692, 0.101, 0.101, 0.109, 0.107, 0.070, 0.066, -0.142, -0.536, 0.518, 0.010, 0.017, 0.010, -0.141

=====

Entry from OMol25: 2 unconnected molecules or ions with the total composition C3H11NS2 (ωB97M-V/def2-TZVPD).

As for the HOMO energy (alpha / beta): -12.336 / -12.311 eV. The total energy is -971.6386 Eh. Its spin multiplicity is 2. The orbital gap (alpha / beta) is 7.08 / 3.66 eV. Its charge is +1.

Element x y z (Å)
C -1.723 -0.974 2.027
S -2.428 0.641 1.677
S -2.226 0.616 -0.373
H -0.926 -1.216 1.278
H -2.507 -1.738 1.954
H -1.088 -1.052 2.852
H -3.490 0.993 -0.705
C 1.452 -0.484 -1.791
N 1.940 0.769 -1.175
C 1.497 0.823 0.190
H 1.817 -1.361 -1.139
H 0.292 -0.747 -1.983
H 1.860 -0.554 -2.955
H 1.472 1.490 -1.716
H 0.380 0.863 0.348
H 1.642 1.813 0.658
H 2.037 0.120 0.853

Okay, here come the Löwdin numbers, in e, for every atom: -0.394, 0.704, 0.596, 0.059, 0.077, 0.039, -0.103, -0.190, -0.167, -0.193, 0.086, 0.072, 0.128, 0.098, 0.006, 0.085, 0.098

=====

Entry from OMol25: 2 unconnected molecules or ions with the total composition C3H11O (ωB97M-V/def2-TZVPD).

As for the HOMO energy: -15.612 eV. The total energy is -195.8042 Eh. The orbital gap is 10.91 eV. Its charge is +1.

Element x y z (Å)
O -0.890 2.113 0.496
H -0.837 2.062 1.457
H -0.396 2.907 0.182
H -0.641 1.225 0.133
C 0.718 -0.783 1.035
C 0.521 -1.237 -0.445
C -0.404 -0.328 -1.280
H 0.034 0.030 1.296
H 1.748 -0.651 1.315
H 0.359 -1.627 1.621
H 0.140 -2.251 -0.505
H 1.504 -1.201 -0.908
H -0.464 -0.669 -2.305
H -1.407 -0.283 -0.833
H 0.014 0.695 -1.258

Okay, here come the Löwdin numbers, in e, for every atom: 0.309, 0.177, 0.215, 0.087, -0.075, -0.262, -0.108, 0.033, 0.079, 0.084, 0.107, 0.105, 0.093, 0.089, 0.066

=====

Entry from OMol25: 3 unconnected molecules or ions with the total composition C3H11O3 (ωB97M-V/def2-TZVPD).

As for the HOMO energy (alpha / beta): 4.340 / -0.349 eV. The total energy is -346.4663 Eh. Its spin multiplicity is 2. The orbital gap (alpha / beta) is 2.06 / 6.72 eV. Its charge is -2.

Element x y z (Å)
C -0.253 0.306 0.044
O 0.373 1.539 0.010
C -0.412 -0.398 -1.340
C -1.408 -1.544 -1.295
H 0.221 -0.403 0.766
H -1.287 0.442 0.415
H -0.723 0.450 -1.952
H 0.541 -0.767 -1.729
H -1.448 -2.214 -2.167
H -1.254 -2.307 -0.514
H -2.443 -1.198 -1.165
H 2.401 -0.177 0.243
H 2.098 1.216 0.505
O 2.886 0.624 0.365
H 0.493 1.015 2.071
H 0.090 2.193 2.796
O 0.126 1.223 2.945

Okay, here come the Löwdin numbers, in e, for every atom: -0.515, -0.398, -0.315, -0.615, 0.078, 0.083, 0.075, 0.068, -0.095, -0.033, -0.032, -0.023, -0.008, -0.145, -0.028, 0.034, -0.130

=====

Table of F_max (eV/A), in record order: 4.44; 3.16; 1.72; 3.32; 2.15; 1.39
Table of relative energy (zero: lowest compared OMol25 entry of this formula, charge and spin) (kcal per mole), in record order: 32.8; 12.9; 12.7; 35.9; 7.6; 11.2